(1)
A molecular structure, C19H28FFeO2 in a non-equilibrium geometry. Source: the Open Molecules 2025 dataset; level of theory: wB97M-V/def2-TZVPD.

Molar mass, g mol⁻¹: 363.27
2S+1: 6
Net charge: 0
DFT total energy, hartree: -2254.53743
HOMO-LUMO gap (spin up / spin down), eV: 7.87 / 4.12
LUMO energy (spin up / spin down), eV: 0.380 / -2.278
HOMO energy (spin up / spin down), eV: -7.49 / -6.40

The geometry in XYZ format:
```
51
Properties=species:S:1:pos:R:3:forces:R:3
Fe -0.731 1.144 -2.176 0.9203 -0.8351 1.4892
F 0.688 2.145 -1.492 -0.8703 0.0077 -0.6160
O 2.675 -0.681 -5.628 -1.2628 0.5896 1.7892
O -0.435 0.710 -5.758 0.4146 0.7814 -1.7625
C -2.083 1.218 0.002 -0.5093 0.7773 -0.6902
C 0.529 -0.415 0.672 0.1731 0.2769 -0.4104
C 2.145 -1.087 -0.840 -0.7909 -0.3959 0.2520
C -2.999 0.767 -2.068 1.2036 -0.1600 -0.1463
C -0.537 2.061 -6.275 -0.1444 0.6289 0.1983
C 0.872 -0.967 -3.964 0.3586 0.6632 0.0449
C 0.794 -0.367 -7.730 0.9185 -0.7655 -0.1492
C 1.762 -0.038 0.033 0.2459 -0.3281 0.0771
C -0.448 0.237 -7.150 -0.1860 -0.3875 -1.3312
C -0.635 1.647 -7.755 -0.2457 -0.0362 1.5649
C 0.133 -1.659 0.118 0.5161 -0.3375 -0.7346
C 1.121 -2.089 -0.839 -0.1483 1.3501 1.0015
C -2.673 -0.485 -1.439 -1.3896 1.0000 0.0356
C 2.608 0.533 -4.835 0.8694 0.5648 0.3698
C 1.496 0.446 -3.743 0.3090 -0.4000 -0.3488
C 1.904 -1.669 -4.898 -0.3937 -0.1253 -0.1637
C -2.359 -0.178 -0.092 0.8940 0.0715 0.1570
C -1.547 -0.758 -7.349 -0.5226 -0.3889 -0.0695
C -2.481 1.845 -1.237 -0.6169 -0.7494 1.1126
H 1.060 -2.969 -1.477 0.1269 0.1283 0.3760
H 1.929 0.569 -2.721 -0.3793 -0.1076 -0.8793
H 3.056 -1.182 -1.417 -0.0343 0.2983 0.0442
H -1.218 -1.717 -6.937 -0.1659 -0.0228 -0.0067
H 2.576 -2.373 -4.359 -0.3456 0.4823 -0.2618
H 0.026 0.153 1.474 0.4094 -0.5169 -0.6310
H 1.317 -2.203 -5.652 0.4155 -0.3920 0.1508
H -1.732 -0.896 -8.419 -0.0017 -0.0281 0.1480
H -1.428 2.521 -5.881 -0.3752 0.3434 0.2116
H 0.209 2.018 -8.330 -0.2126 -0.1843 -0.2944
H -0.744 -2.239 0.357 0.0400 -0.0109 0.1946
H -1.607 1.828 -8.214 0.1865 0.0718 -0.0813
H 2.327 0.893 0.210 -0.4596 -0.7346 -0.0877
H 3.583 0.622 -4.326 -0.2313 0.0887 -0.1247
H -3.759 0.879 -2.830 0.5957 0.0367 -0.4954
H 0.664 -0.612 -8.786 -0.5353 0.3235 -0.1322
H 1.047 -1.333 -7.302 0.0805 0.1066 0.2655
H -0.120 -0.885 -4.458 0.7845 -0.1795 0.3634
H -2.910 -1.467 -1.843 -0.0442 0.3025 0.1815
H -2.498 2.911 -1.484 -0.2615 -0.4363 0.3584
H 0.787 1.274 -3.950 0.1281 -0.3030 0.2555
H -2.480 -0.481 -6.862 -0.0544 0.1585 0.0249
H 0.323 2.700 -6.031 -0.0108 -0.3039 0.0845
H -2.422 -0.881 0.754 0.4900 0.4881 -0.6669
H -1.687 1.750 0.871 -0.1716 -0.3291 -0.4503
H 0.752 -1.437 -2.978 0.1210 -0.1942 -0.5728
H 1.667 0.267 -7.706 0.2156 0.2343 0.3425
H 2.503 1.470 -5.445 -0.0531 -1.1221 0.0135
```
Positions in Å, forces in eV/Å.


(2)
A molecular structure, C19H28FO2Sc in a non-equilibrium geometry. Source: the Open Molecules 2025 dataset; level of theory: wB97M-V/def2-TZVPD.

Molar mass, g mol⁻¹: 352.38
Net charge: 0
DFT total energy, hartree: -1751.74785
HOMO-LUMO gap, eV: 5.11
LUMO energy, eV: -0.597
Energy relative to the best compared isomer or geometry (same formula, charge and spin), kJ/mol: 352.40
HOMO energy, eV: -5.71

The geometry in XYZ format:
```
51
Properties=species:S:1:pos:R:3:forces:R:3
Sc 0.353 -2.487 0.979 0.7244 1.5256 2.7100
F 1.811 -3.604 1.286 -0.7351 -0.1263 -0.0457
O -0.097 2.294 -0.414 0.2373 -0.4038 -0.6547
O 0.865 -2.133 -0.875 0.1585 0.0392 -3.1899
C 1.429 -3.177 -2.998 0.0193 -0.4931 0.4898
C 0.399 -2.077 -3.297 0.4158 0.5451 0.6962
C -1.365 -0.620 2.300 0.1373 -0.7484 0.0569
C 0.684 3.156 -1.294 -0.3577 -0.1086 -0.1019
C -2.495 -2.216 1.047 0.4897 0.1574 0.1729
C -1.698 -2.927 2.000 0.2508 0.6799 0.6511
C 2.403 -0.426 3.007 -0.8950 0.4277 -0.0121
C 1.725 1.731 2.562 0.7276 -0.9863 -0.0221
C -0.619 3.769 -1.882 0.4265 -0.8167 0.7737
C -0.132 -1.655 -1.898 -0.6184 -0.4677 -0.1117
C -1.360 2.902 -0.798 0.3493 1.0212 -0.5735
C -0.985 -1.914 2.797 -0.7607 -0.0465 -0.5967
C -1.882 3.499 0.497 -0.3589 0.0739 -0.1132
C 2.627 1.310 1.518 -0.4916 -0.0525 0.9318
C -2.436 2.048 -1.467 -0.1012 -0.1536 0.2637
C 1.905 -3.013 -1.526 -0.0987 0.0700 -0.3687
C -2.248 -0.820 1.202 -0.1113 -0.3771 0.2729
C 1.604 0.651 3.494 0.2974 0.5330 -0.9583
C 3.059 -0.015 1.814 -0.7821 0.5958 -0.5812
H -0.822 3.401 -2.896 -0.0977 0.4052 0.2491
H -0.385 -2.462 -3.958 0.0360 0.1904 0.3425
H 2.887 -2.538 -1.377 -0.5499 0.1203 -0.1856
H -0.320 -0.572 -1.758 0.5376 -0.5896 0.0465
H -3.016 2.619 -2.207 0.2937 0.1338 0.3100
H 1.262 2.723 2.649 0.1939 -0.5497 -0.0745
H 3.790 -0.604 1.266 -0.0718 0.1357 0.0626
H -2.215 2.635 1.103 0.2445 0.4719 -0.0094
H -0.189 -2.076 3.536 -0.6325 -0.0211 -0.0416
H -1.104 4.045 1.030 0.0345 -0.1187 -0.0247
H 1.334 3.912 -0.791 -0.4460 -0.8183 0.0420
H 0.864 -1.222 -3.802 -0.0697 -0.1386 0.2068
H 1.299 2.513 -1.957 -0.2557 0.5986 0.2042
H 1.039 0.672 4.428 0.1610 -0.0755 -0.3137
H 1.929 -3.971 -0.976 -0.1440 0.5786 -0.2984
H 2.943 1.944 0.688 -0.0360 -0.3056 0.1951
H -2.756 -0.023 0.648 0.3057 -0.4479 0.2558
H -3.293 -2.665 0.440 0.6852 0.2363 0.0419
H -1.121 0.358 2.776 0.2813 -1.0429 -0.7934
H -1.076 -2.186 -1.641 0.5612 0.3224 -0.2659
H -1.996 1.218 -2.021 -0.0074 -0.1751 0.1541
H -2.735 4.167 0.370 -0.1270 -0.0396 -0.1508
H 0.911 -4.140 -3.070 0.1887 0.0720 -0.0008
H 2.259 -3.209 -3.721 -0.2571 0.1642 0.4168
H 2.563 -1.352 3.518 0.2264 -0.4156 0.2823
H -3.156 1.712 -0.714 0.1043 -0.3821 -0.2374
H -1.719 -4.014 2.161 -0.0400 0.5789 0.1253
H -0.721 4.840 -1.775 -0.0423 0.2236 -0.2284
```
Positions in Å, forces in eV/Å.


(3)
A molecular structure, C19H28GaO2S4Si. Source: the Open Molecules 2025 dataset; level of theory: wB97M-V/def2-TZVPD.

Molar mass, g mol⁻¹: 514.51
Net charge: -1
DFT total energy, hartree: -4698.53218
HOMO-LUMO gap, eV: 7.34
LUMO energy, eV: 2.771
Energy relative to the best compared isomer or geometry (same formula, charge and spin), kJ/mol: 1.10
HOMO energy, eV: -4.57

The geometry in XYZ format:
```
55
Properties=species:S:1:pos:R:3:forces:R:3
Ga -1.184 0.457 0.683 -0.3690 0.2039 0.2351
S -2.128 2.580 1.072 0.1694 -0.0812 -0.0284
S -1.446 4.277 3.459 0.0989 0.0108 -0.0609
S -1.178 -0.028 2.956 -0.0388 -0.0356 -0.0946
S -0.616 1.995 5.098 0.1010 -0.0010 -0.0455
Si -2.694 -2.288 -0.671 -0.0010 -0.0139 0.0008
O 0.491 0.445 -0.098 -0.0042 -0.0993 0.0271
O -0.657 4.483 5.967 0.2242 0.0474 -0.0522
C 1.463 -2.453 0.175 -0.0298 -0.0543 0.0497
C -2.236 -3.262 0.864 0.0293 0.0278 0.0376
C -0.170 1.922 -2.677 0.0473 0.0639 -0.0210
C -4.476 -2.724 -1.093 -0.0263 -0.0226 -0.0169
C 4.054 -0.139 -0.584 -0.0113 0.0539 0.0141
C -2.581 -0.463 -0.381 0.1093 0.0574 -0.0724
C 4.393 0.879 -1.458 -0.0400 -0.0119 0.0597
C 1.739 0.573 -0.538 -0.0036 0.1131 -0.0391
C 2.508 -1.517 0.778 -0.0513 -0.0088 -0.0586
C 0.687 3.670 -1.052 -0.0045 -0.0317 0.0355
C 2.066 1.582 -1.475 0.0386 0.0450 -0.0353
C -1.545 2.691 2.716 -0.0009 0.0135 0.0232
C 2.754 -0.320 -0.121 0.0820 -0.0140 0.0060
C -0.829 3.747 5.027 -0.4488 -0.0580 0.1528
C 2.172 -1.160 2.223 0.0123 0.0966 -0.0171
C -1.165 1.647 3.469 0.0022 -0.0261 0.0054
C 1.067 2.570 -2.051 -0.0415 -0.0186 0.0306
C 3.385 1.717 -1.898 -0.0243 -0.0331 -0.0141
C -1.634 -2.807 -2.128 0.0343 -0.0159 -0.0010
H -4.813 -2.159 -1.966 -0.0135 -0.0049 -0.0040
H -0.804 1.466 -1.922 -0.0461 -0.0253 0.0196
H -2.597 0.055 -1.347 -0.0547 -0.0477 -0.0290
H -2.932 -3.032 1.674 0.0074 0.0001 0.0146
H 2.250 -2.045 2.860 -0.0310 -0.0067 -0.0015
H -1.657 -3.891 -2.267 -0.0003 -0.0021 -0.0102
H 1.548 3.963 -0.450 0.0363 0.0344 -0.0499
H 5.414 1.009 -1.793 0.0056 -0.0089 -0.0191
H 1.162 -0.767 2.317 0.0734 -0.0059 -0.0132
H -1.232 -3.012 1.214 -0.0004 -0.0275 0.0111
H 1.761 -2.778 -0.824 -0.0083 -0.0058 -0.0082
H 1.600 3.059 -2.873 0.0377 0.0009 0.0132
H -0.098 3.342 -0.372 0.0747 -0.0121 -0.0076
H 0.323 4.557 -1.577 -0.0542 -0.0189 -0.0081
H -0.594 -2.504 -2.001 0.0544 0.0168 0.0145
H -4.600 -3.788 -1.312 0.0079 -0.0029 0.0018
H 2.853 -0.400 2.610 0.0614 -0.0245 0.0018
H 1.325 -3.340 0.799 0.0000 -0.0053 0.0083
H 0.507 -1.939 0.091 -0.0026 -0.0617 -0.0211
H -3.489 -0.152 0.147 -0.0053 0.0215 -0.0010
H -0.762 2.673 -3.206 0.0065 0.0084 0.0012
H 4.819 -0.827 -0.240 0.0054 -0.0192 -0.0054
H -2.272 -4.339 0.680 -0.0043 -0.0105 0.0033
H 0.115 1.146 -3.390 -0.0033 -0.0051 -0.0007
H -2.005 -2.341 -3.045 -0.0003 0.0010 -0.0091
H 3.616 2.508 -2.604 0.0009 0.0057 -0.0026
H -5.137 -2.473 -0.260 -0.0142 -0.0007 -0.0050
H 3.457 -2.064 0.796 0.0134 -0.0007 -0.0143
```
Positions in Å, forces in eV/Å.


(4)
C19H28N2O4S in the gas phase. Source: the Open Molecules 2025 dataset; level of theory: wB97M-V/def2-TZVPD.

Molar mass, g mol⁻¹: 380.51
SMILES: COCCC(=O)N1CCC(Oc2ccc(C(=O)NCCSC)cc2)CC1
Net charge: 0
DFT total energy, hartree: -1549.47881
HOMO-LUMO gap, eV: 9.36
LUMO energy, eV: 0.609
Energy relative to the best compared isomer or geometry (same formula, charge and spin), kJ/mol: 116.69
HOMO energy, eV: -8.75

The geometry in XYZ format:
```
54
Properties=species:S:1:pos:R:3:forces:R:3
S 7.177 -2.140 -0.527 0.1456 0.0699 -0.0618
O -0.649 0.622 -0.931 0.0577 -0.1815 -0.0704
O 5.273 2.502 0.387 -0.0200 0.2914 -0.0323
O -7.519 -2.063 -0.115 -0.1608 -0.0103 -0.0933
O -5.469 0.513 1.700 -0.1685 0.1422 0.2932
N -3.941 0.061 0.119 0.3457 -0.1281 0.0825
N 5.516 0.273 0.624 0.0150 -0.3255 -0.0421
C -3.475 -0.053 -1.243 -0.0061 0.1896 -0.3614
C 0.637 0.872 -0.578 0.3378 -0.1516 0.0016
C -2.808 1.255 -1.678 0.3007 -0.2707 0.1111
C -2.152 1.617 0.719 0.1887 -0.3154 -0.2008
C 2.881 -0.021 -0.571 -0.0123 0.1781 0.0997
C -1.654 1.606 -0.733 -0.4079 0.6126 0.0654
C 7.643 -0.379 -0.389 -0.1816 -0.4418 0.1837
C -5.217 0.247 0.538 -0.3433 0.0146 -0.2301
C -7.126 -2.337 1.212 -0.0049 0.0180 0.1202
C -2.855 0.300 1.048 0.0792 0.1601 0.4209
C 1.542 -0.152 -0.868 -0.2509 0.0257 0.0023
C 6.946 0.308 0.781 0.2388 0.1594 -0.0664
C 1.110 2.041 0.012 -0.3465 0.0134 -0.0655
C 3.357 1.146 0.026 -0.2843 0.2106 -0.1083
C -6.546 -1.415 -0.888 0.0142 0.0968 -0.1964
C -6.320 0.061 -0.491 -0.0477 -0.2182 0.1826
C 2.456 2.170 0.296 0.2859 -0.1758 -0.0163
C 4.791 1.385 0.343 0.0590 -0.1610 0.1566
C 8.248 -2.848 0.755 -0.2775 0.3371 -0.2658
H 8.073 -3.919 0.750 0.0252 -0.0883 0.0562
H -7.245 0.431 -0.044 0.1118 0.0262 -0.0438
H -3.536 2.067 -1.659 -0.0274 0.0287 -0.0164
H -3.275 0.333 2.054 0.1215 -0.0719 -0.1424
H 3.553 -0.822 -0.842 0.0649 -0.0824 -0.0174
H 8.727 -0.324 -0.296 0.0439 0.0804 -0.0538
H -2.423 1.149 -2.692 0.0129 0.0723 -0.0428
H -2.850 2.445 0.847 -0.0037 0.0506 0.0353
H 9.286 -2.639 0.513 0.0889 -0.0563 0.0611
H -4.289 -0.305 -1.919 0.0489 -0.0604 0.0422
H -6.223 -2.961 1.230 -0.0010 -0.0047 0.0136
H 2.832 3.079 0.739 0.0364 0.0769 0.0179
H -7.951 -2.882 1.665 0.0629 -0.0286 0.0595
H 7.335 0.077 -1.329 0.0624 0.0660 0.0001
H -1.315 1.758 1.404 0.0084 0.0797 0.0191
H -5.597 -1.972 -0.842 -0.0742 0.0311 -0.0662
H -6.112 0.658 -1.378 -0.0087 0.0056 -0.0466
H 5.101 -0.640 0.518 -0.0431 0.1094 0.0594
H 7.226 -0.170 1.726 0.0303 0.1042 -0.0842
H -2.142 -0.528 0.974 -0.0474 0.0223 0.0420
H -2.730 -0.855 -1.282 -0.1379 -0.0244 -0.0689
H 7.989 -2.438 1.727 0.0762 -0.0717 0.1252
H 0.448 2.859 0.249 -0.0879 0.0376 0.0211
H -6.934 -1.462 -1.910 0.1565 0.0210 0.0667
H 7.236 1.362 0.817 -0.0125 -0.1573 0.0913
H -6.937 -1.423 1.780 -0.0091 -0.0374 0.0078
H -1.260 2.595 -1.006 -0.0105 -0.1744 0.0186
H 1.166 -1.046 -1.342 -0.0435 -0.0938 -0.0639
```
Positions in Å, forces in eV/Å.